# 1
Formula: C26H47Br2ClF2N4O6PS
Source: the Open Molecules 2025 dataset
Level of theory: ωB97M-V/def2-TZVPD

Geometry (Å):
C -0.267 2.391 -5.684
C 0.048 1.132 -4.629
O 1.117 1.497 -3.688
C 0.614 1.722 -2.324
C -0.685 2.753 -2.246
C -0.408 4.303 -2.689
S 1.166 5.063 -3.326
O 2.438 4.198 -3.238
O 1.071 5.627 -4.794
F 1.471 6.471 -2.335
C -1.729 5.308 -2.565
F -1.536 6.747 -2.984
C -3.206 4.721 -2.034
C -4.373 5.870 -2.018
Cl -4.623 6.419 -3.812
C -3.989 7.169 -1.034
C -4.143 8.596 -1.886
N -3.403 3.243 -1.629
C -4.777 2.764 -1.116
Br -5.314 3.706 0.614
C -5.961 2.885 -2.289
C -6.390 1.369 -2.810
Br -7.598 3.571 -1.284
C -2.208 2.273 -1.748
C -2.296 0.653 -1.398
C -1.882 0.295 0.161
C -1.180 -1.219 0.098
C -1.075 -1.952 1.561
O -2.147 -2.559 2.121
O 0.235 -1.890 2.275
C 0.041 -0.738 3.217
C 0.081 -1.405 4.736
H 0.737 2.820 -6.144
H -0.964 3.210 -5.221
H -0.858 1.898 -6.594
H -0.920 0.694 -4.139
H 0.501 0.275 -5.326
H 0.462 0.716 -1.748
H 1.487 2.291 -1.742
H -5.429 5.528 -1.665
H -4.792 7.252 -0.158
H -2.896 7.004 -0.634
H -5.236 8.742 -2.298
H -3.311 8.698 -2.727
H -3.956 9.513 -1.147
H -4.795 1.634 -0.813
H -5.649 3.609 -3.160
H -5.582 0.874 -3.501
H -6.639 0.731 -1.843
H -7.441 1.518 -3.357
H -1.565 -0.002 -2.077
H -3.377 0.195 -1.618
H -2.891 0.129 0.769
H -1.158 1.070 0.656
H -1.811 -1.934 -0.616
H -0.106 -1.154 -0.411
H -0.971 -0.204 2.969
H 0.930 0.037 3.113
H -1.006 -1.384 5.192
H 0.520 -2.488 4.674
H 0.830 -0.720 5.361
O 3.198 -3.406 3.889
P 3.573 -4.864 3.531
N 5.105 -4.706 4.194
C 6.406 -4.534 3.606
C 5.186 -4.797 5.646
N 3.407 -4.540 1.841
C 4.439 -4.530 0.823
C 2.435 -3.492 1.485
N 4.005 -6.542 3.119
C 5.249 -7.144 2.688
C 2.846 -7.306 2.654
H 7.081 -5.345 3.910
H 6.858 -3.581 3.926
H 6.411 -4.524 2.525
H 5.167 -5.845 5.960
H 4.342 -4.285 6.121
H 6.092 -4.334 6.048
H 5.266 -3.862 1.065
H 4.059 -4.180 -0.144
H 4.796 -5.535 0.596
H 2.878 -2.488 1.584
H 1.544 -3.543 2.116
H 2.073 -3.606 0.455
H 5.798 -6.569 1.946
H 5.097 -8.134 2.237
H 5.909 -7.315 3.547
H 2.669 -7.153 1.582
H 1.944 -6.997 3.193
H 2.964 -8.379 2.840

Properties
LUMO level, eV: -6.29
Spin multiplicity: 1
Maximum force, eV Å⁻¹: 9.08
Energy relative to the best compared isomer or geometry (same formula, charge and spin), eV: 15.3848
Net charge: +1

***

# 2
Formula: C26H47Cl2PPb
Source: the Open Molecules 2025 dataset
Level of theory: ωB97M-V/def2-TZVPD

Geometry (Å):
Pb -0.242 1.318 2.378
Cl -1.809 0.381 0.315
P 0.147 0.564 -2.395
C -0.809 3.144 3.217
H -0.188 3.769 3.891
H -1.856 3.090 3.613
C 1.497 -0.414 -3.265
C 0.150 2.315 -3.085
C 2.873 0.146 -2.873
H 1.383 -1.400 -2.771
C 3.986 -0.813 -3.317
H 3.026 1.130 -3.343
H 2.929 0.295 -1.784
C 3.888 -1.179 -4.802
H 4.960 -0.360 -3.100
H 3.913 -1.727 -2.712
C 2.482 -1.629 -5.219
H 4.180 -0.308 -5.404
H 4.606 -1.975 -5.030
C 1.389 -0.652 -4.771
H 2.432 -1.752 -6.307
H 2.272 -2.610 -4.771
H 1.505 0.296 -5.312
H 0.402 -1.052 -5.039
C -1.456 -0.179 -3.032
C 0.662 2.520 -4.509
H -0.921 2.590 -3.061
C 0.502 3.989 -4.915
H 1.725 2.243 -4.565
H 0.117 1.886 -5.223
C 1.226 4.936 -3.951
H 0.879 4.127 -5.935
H -0.569 4.234 -4.928
C 0.847 4.695 -2.486
H 2.309 4.804 -4.068
H 1.003 5.973 -4.223
C 0.898 3.213 -2.082
H 1.511 5.267 -1.828
H -0.171 5.068 -2.313
H 1.950 2.892 -2.019
H 0.463 3.085 -1.080
C -1.431 -1.713 -2.937
H -2.136 0.183 -2.240
C -2.835 -2.279 -3.172
H -0.738 -2.130 -3.683
H -1.066 -2.017 -1.946
C -3.443 -1.786 -4.490
H -2.796 -3.374 -3.159
H -3.473 -1.963 -2.335
C -3.377 -0.263 -4.646
H -2.910 -2.256 -5.327
H -4.487 -2.113 -4.556
C -1.980 0.311 -4.382
H -3.702 0.028 -5.651
H -4.074 0.200 -3.933
H -1.296 0.003 -5.188
H -2.030 1.408 -4.407
C 0.715 -2.649 2.015
C 0.243 -1.720 2.731
H 1.802 -2.753 1.867
C -1.250 -1.667 3.049
H 0.896 -0.908 3.094
C -1.815 -3.077 3.134
H -1.408 -1.160 4.005
H -1.894 -1.123 2.303
C -1.624 -3.765 1.836
H -1.408 -3.664 3.934
H -2.860 -3.085 3.365
C -0.099 -3.774 1.324
H -1.981 -4.797 1.782
H -2.113 -3.201 1.046
H 0.316 -4.775 1.407
H -0.069 -3.520 0.259
Cl 3.182 -0.197 1.116
C 2.081 1.124 1.344
H 1.848 1.504 0.344
H 2.534 1.814 2.053

Properties
LUMO level, eV: -2.05
Spin multiplicity: 1
Maximum force, eV Å⁻¹: 6.14
Net charge: 0

***

# 3
Formula: C26H48BIN3O3S
Source: the Open Molecules 2025 dataset
Level of theory: ωB97M-V/def2-TZVPD

Geometry (Å):
C -5.860 -0.891 3.875
C -6.833 -1.116 2.591
C -5.947 -1.583 1.300
C -5.345 -3.026 1.645
C -4.338 -3.602 0.498
C -3.143 -2.538 0.357
C -1.666 -3.153 0.510
C -0.581 -2.156 1.136
C -0.519 -0.707 0.386
N 0.788 -0.459 -0.298
C 1.331 0.908 -0.034
C 0.434 2.102 -0.626
C 1.154 3.532 -0.354
I 3.048 3.760 -1.415
C 1.497 3.743 1.227
C 0.207 3.633 2.176
N 0.034 1.940 -2.063
B -1.241 2.738 -2.401
C -2.675 2.522 -1.686
O -1.159 3.768 -3.419
C -0.234 0.525 -2.494
C 0.703 -0.576 -1.779
C 0.362 -2.073 -2.287
C 1.067 -3.316 -1.725
C 0.799 -4.792 -2.156
C -0.278 -4.865 -3.306
C -0.848 -3.515 -3.772
N -0.602 -2.195 -3.321
H -4.774 -0.686 3.532
H -5.803 -1.914 4.413
H -6.234 -0.069 4.569
H -7.611 -1.933 2.753
H -7.278 -0.096 2.329
H -5.167 -0.759 1.158
H -6.575 -1.598 0.332
H -6.210 -3.770 1.718
H -4.737 -3.059 2.624
H -4.928 -3.607 -0.493
H -3.994 -4.669 0.706
H -3.206 -2.114 -0.720
H -3.214 -1.637 1.056
H -1.357 -3.633 -0.484
H -1.760 -4.036 1.256
H -0.847 -1.994 2.249
H 0.484 -2.606 1.154
H -1.446 -0.508 -0.257
H -0.576 0.063 1.252
H 1.511 1.011 1.089
H 2.366 0.945 -0.552
H -0.524 2.135 0.024
H 0.462 4.406 -0.632
H 1.949 4.793 1.310
H 2.332 2.998 1.463
H -0.662 4.245 1.753
H -0.079 2.512 2.213
H 0.499 4.028 3.206
H 0.756 2.318 -2.722
H -2.616 1.822 -0.763
H -3.480 2.083 -2.382
H -3.054 3.529 -1.262
H -1.693 3.429 -4.173
H -0.093 0.380 -3.633
H -1.322 0.184 -2.296
H 1.774 -0.378 -2.177
H 1.864 -3.143 -0.914
H 1.330 -5.698 -1.728
H -0.585 -5.859 -3.779
H -1.607 -3.594 -4.638
C 7.720 0.770 0.335
C 7.960 2.139 -0.305
C 6.681 2.960 -0.125
S 5.893 2.340 1.357
O 4.638 1.720 0.987
O 5.982 3.338 2.397
C 7.083 1.053 1.690
H 8.647 0.203 0.439
H 7.033 0.186 -0.287
H 8.792 2.637 0.203
H 8.226 2.050 -1.360
H 6.899 4.021 -0.002
H 5.993 2.816 -0.959
H 6.582 0.185 2.119
H 7.817 1.451 2.394

Properties
LUMO level, eV: -2.84
Spin multiplicity: 1
Maximum force, eV Å⁻¹: 5.88
Energy relative to the best compared isomer or geometry (same formula, charge and spin), eV: 4.5773
Net charge: +1

***

# 4
Formula: C26H48BiCl3N5O3PSi
Source: the Open Molecules 2025 dataset
Level of theory: ωB97M-V/def2-TZVPD

Geometry (Å):
C 1.598 -1.086 -4.599
C 1.110 0.301 -4.311
H 1.492 -1.341 -5.659
H 1.068 -1.838 -3.996
H 2.667 -1.150 -4.334
C 0.546 1.115 -5.220
C 0.299 0.754 -6.649
H 0.260 2.135 -4.951
H 0.123 -0.324 -6.794
H 1.152 1.047 -7.283
H -0.575 1.303 -7.030
Bi 0.235 -0.788 -0.051
Cl 2.802 -0.554 0.070
Cl -0.593 -2.878 -1.122
C 0.600 2.596 0.785
O -0.244 1.668 0.660
N 0.253 3.849 1.089
C -1.152 4.211 1.285
C 1.248 4.916 1.087
H 1.685 2.409 0.645
H -1.731 3.299 1.434
H -1.539 4.751 0.411
H -1.234 4.855 2.167
H 2.221 4.470 0.855
H 1.297 5.404 2.071
H 1.016 5.675 0.325
H -1.643 -1.308 -3.600
H -2.330 1.499 -4.064
C -2.642 -1.234 -3.144
C -3.201 1.152 -3.493
N -2.836 0.089 -2.568
H -2.745 -2.017 -2.387
C -2.725 0.366 -1.257
O -2.361 -0.440 -0.374
H -3.606 1.985 -2.907
H -2.989 1.413 -0.998
H -3.392 -1.361 -3.933
H -3.956 0.779 -4.192
O 0.307 -0.071 -2.181
C 1.250 0.697 -2.846
C -0.191 2.746 -2.432
C 1.080 2.195 -2.569
H -1.045 2.056 -2.383
C -0.355 4.132 -2.366
H 2.258 0.392 -2.528
C 2.208 3.020 -2.485
H -1.365 4.551 -2.290
C 0.769 4.962 -2.398
C 2.047 4.407 -2.432
H 3.191 2.549 -2.488
H 0.645 6.047 -2.365
H 2.926 5.053 -2.405
Si 0.567 -5.880 -0.810
Cl 1.156 -4.884 -2.582
C -1.273 -5.748 -0.455
C 1.661 -5.168 0.522
C 0.959 -7.721 -1.047
H -1.661 -4.730 -0.571
H -1.447 -6.046 0.586
H -1.849 -6.400 -1.117
H 0.235 -8.172 -1.734
H 0.917 -8.291 -0.106
H 1.956 -7.864 -1.472
H 1.543 -4.088 0.651
H 2.713 -5.376 0.282
H 1.402 -5.689 1.451
C 0.656 -0.863 5.951
N 0.633 0.332 5.092
C -0.731 0.918 5.119
N -1.762 -0.044 4.672
C -1.706 -1.243 5.536
N -0.360 -1.866 5.556
C -0.036 -2.502 4.284
P -0.006 -1.232 2.905
C 1.080 0.046 3.726
C -1.632 -0.376 3.254
H 0.435 -0.548 6.981
H 1.650 -1.325 5.889
H -0.759 1.805 4.470
H -0.956 1.206 6.158
H -2.430 -1.984 5.169
H -1.948 -0.937 6.564
H 0.953 -2.980 4.342
H -0.783 -3.274 4.041
H 1.076 0.969 3.130
H 2.107 -0.345 3.749
H -2.444 -1.053 2.960
H -1.700 0.531 2.637

Properties
LUMO level, eV: 0.34
Spin multiplicity: 1
Maximum force, eV Å⁻¹: 2.57
Energy relative to the best compared isomer or geometry (same formula, charge and spin), eV: 0.3892
Net charge: 0

***

# 5
Formula: C26H48Cl3HgN5O3PSi
Source: the Open Molecules 2025 dataset
Level of theory: ωB97M-V/def2-TZVPD

Geometry (Å):
C -0.902 3.518 -4.803
C -0.204 2.386 -5.535
H -0.672 4.480 -5.271
H -0.616 3.592 -3.736
H -2.000 3.417 -4.803
C 0.754 2.555 -6.444
C 1.207 3.872 -6.974
H 1.283 1.685 -6.827
H 1.648 4.550 -6.231
H 0.393 4.421 -7.458
H 1.975 3.711 -7.729
Hg -1.501 0.268 -2.040
Cl -2.974 -1.291 -3.506
Cl -2.722 2.193 -0.728
C -1.097 -4.094 1.494
O -1.018 -3.343 2.470
N -0.036 -4.617 0.826
C 1.327 -4.292 1.221
C -0.263 -5.420 -0.372
H -2.063 -4.416 1.052
H 1.352 -4.070 2.295
H 1.716 -3.395 0.672
H 1.974 -5.144 0.971
H -1.267 -5.855 -0.297
H 0.487 -6.220 -0.440
H -0.218 -4.812 -1.290
H -1.128 4.393 0.936
H 0.845 2.909 0.222
C -0.454 4.740 1.730
C 1.398 3.198 1.126
N 0.448 3.662 2.118
H -1.038 5.032 2.610
C 0.721 3.459 3.442
O 1.664 2.768 3.860
H 1.956 2.346 1.532
H -0.015 3.963 4.106
H 0.114 5.612 1.369
H 2.098 4.010 0.870
O -0.963 1.295 -3.736
C -0.518 0.959 -4.945
C 1.893 0.038 -4.942
C 0.521 -0.181 -5.192
H 2.181 0.929 -4.361
C 2.836 -0.943 -5.308
H -1.442 0.609 -5.434
C 0.086 -1.500 -5.440
H 3.906 -0.715 -5.189
C 2.377 -2.140 -5.876
C 1.009 -2.479 -5.859
H -0.955 -1.768 -5.179
H 3.100 -2.819 -6.321
H 0.659 -3.458 -6.220
Si 1.478 -1.126 -0.101
Cl 0.577 -0.050 2.540
C 2.446 0.307 -0.938
C 0.808 -2.262 -1.490
C -0.586 -0.187 -0.088
H 2.739 -0.153 -1.901
H 3.374 0.764 -0.492
H 1.707 1.091 -1.304
H -0.786 0.876 0.039
H 0.231 -0.157 0.644
H -1.377 -0.755 0.396
H 1.185 -1.714 -2.399
H -0.297 -2.181 -1.628
H 1.081 -3.347 -1.484
C -2.579 0.496 6.345
N -2.888 -0.650 5.444
C -2.153 -1.848 5.947
N -0.678 -1.641 6.069
C -0.370 -0.439 6.897
N -1.125 0.777 6.464
C -0.597 1.331 5.221
P -0.794 -0.075 4.080
C -2.579 -0.351 4.018
C -0.009 -1.589 4.787
H -2.936 0.232 7.352
H -3.094 1.394 5.973
H -2.343 -2.691 5.266
H -2.525 -2.057 6.962
H 0.710 -0.235 6.830
H -0.666 -0.664 7.931
H -1.206 2.186 4.874
H 0.456 1.634 5.311
H -2.817 -1.188 3.343
H -3.099 0.557 3.665
H 1.083 -1.441 4.861
H -0.234 -2.446 4.129

Properties
LUMO level (spin up / spin down), eV: 1.57 / 1.57
Spin multiplicity: 1
Maximum force, eV Å⁻¹: 3.80
Net charge: -1